22
Properties=species:S:1:pos:R:3:forces:R:3:nbo_charge:R:1 method="wB97M-V/def2-TZVPD" homo_lumo_gap_ev=8.3 e_above_lowest_kj_mol=68.1 e_homo_ev=-4.4350 total_charge=-1 smiles="C=CO/C([O-])=N/[Si](C)(C)C"
C -3.3204 0.2878 3.1525 1.3 -0.4 -2.6 -0.5865
C -2.0441 -0.0819 3.3525 1.5 -0.5 -0.1 0.1818
C -1.0414 -0.1389 0.9615 0.8 0.2 1.2 0.8776
C -0.0342 -0.0014 -2.6322 -0.9 -5.0 2.9 -1.0817
C 1.9663 1.4527 -0.9375 1.3 -3.7 3.6 -1.0795
C 2.2347 -1.4827 -1.2665 -0.7 0.7 -3.9 -1.0958
N 0.1656 -0.2760 0.5568 1.0 -0.6 -0.8 -1.1297
O -2.0842 0.1106 0.4180 -1.8 0.2 -0.2 -0.7142
O -0.9921 -0.2740 2.4668 -1.4 0.1 1.1 -0.5935
Si 0.8962 -0.1603 -0.9528 1.3 1.1 -0.5 1.7553
H -3.8234 0.2871 4.0488 -1.7 0.3 1.7 0.1789
H -3.8012 0.4327 2.1383 0.8 -0.1 1.5 0.2380
H -1.6918 -0.3069 4.4637 -0.6 0.5 -2.5 0.1518
H -0.3020 0.9310 -2.7808 -2.0 4.8 -0.3 0.2082
H 0.5620 -0.1792 -3.4571 1.6 -1.1 -1.6 0.2078
H -0.9368 -0.7059 -2.6367 1.1 1.1 -0.2 0.2231
H 2.8875 1.3759 -1.4356 1.5 -0.7 -0.8 0.1995
H 1.5198 2.1622 -1.4378 -2.8 4.2 -2.2 0.1981
H 2.2301 1.7386 0.1048 -0.5 0.0 -0.6 0.2224
H 3.1717 -1.0449 -1.7333 -1.2 -0.2 0.1 0.2110
H 2.6013 -1.8476 -0.3967 0.7 -1.8 2.9 0.2184
H 1.8363 -2.2793 -1.9968 0.7 0.8 1.3 0.2090

87
Properties=species:S:1:pos:R:3:forces:R:3:lowdin_charge:R:1 method="wB97M-V/def2-TZVPD" homo_lumo_gap_ev="4.9 / 4.9" e_homo_ev="-6.3196 / -6.3192"
Ba -0.7037 -1.9799 0.9603 -2.4 0.4 -0.8 1.8419
C 5.5959 -1.5249 -1.1355 0.2 0.6 0.4 -0.1237
C 5.3094 -0.2183 -0.9677 1.1 -1.0 0.4 -0.1468
C 5.3625 0.7824 -2.0782 -0.4 0.1 -0.4 -0.1753
C 4.6431 0.3045 -3.3849 0.0 0.1 0.3 -0.1746
C 3.4339 -0.5833 -3.1701 0.2 -1.3 -0.4 -0.0968
C 3.5676 -1.9375 -3.1736 0.1 1.6 -0.8 -0.0896
C 4.9226 -2.5770 -3.4175 0.1 -0.1 0.5 -0.1784
C 6.0528 -2.1057 -2.4360 -0.2 -0.2 -0.2 -0.1811
C -3.3180 -1.1146 -0.3023 -0.4 -0.5 0.4 -0.3723
H 5.6092 -2.2596 -0.3170 0.0 0.6 -0.2 0.0967
H 5.1384 0.2253 0.0225 0.1 -0.6 -0.4 0.0987
H 6.4112 1.0099 -2.3534 -0.4 0.1 0.2 0.1218
H 4.8995 1.7080 -1.7002 0.2 -0.1 -0.3 0.1037
H 4.3635 1.1961 -3.9546 0.0 -0.2 0.0 0.1104
H 5.3861 -0.2559 -3.9603 -0.3 0.3 -0.2 0.0871
H 2.4580 -0.0907 -3.1405 0.2 -0.4 0.2 0.0740
H 2.7163 -2.6230 -3.1391 0.1 0.4 0.2 0.0977
H 5.3241 -2.3533 -4.4195 -0.5 -0.2 0.1 0.1137
H 4.7951 -3.6629 -3.3412 0.2 0.2 -0.1 0.1009
H 6.6700 -2.9803 -2.2078 0.2 0.3 -0.2 0.1091
H 6.6572 -1.3416 -2.9365 0.1 -0.4 0.0 0.1001
H -3.4019 -1.9384 0.4512 -0.3 0.6 -0.7 -0.0891
H -3.9074 -1.4396 -1.1771 0.0 0.1 0.3 -0.0348
H -3.8021 -0.2268 0.1393 0.1 -0.2 -0.1 -0.0284
P -1.3497 0.3168 -1.3471 0.7 0.6 -1.1 0.9577
P 0.3259 1.2709 1.3151 2.1 0.5 0.4 1.0551
N -1.1819 -0.9337 -2.6091 0.0 -0.5 0.1 -0.2396
N -2.2655 1.5336 -2.3521 -0.4 -0.6 0.5 -0.2092
N 1.6605 0.0359 1.4354 -0.2 -1.3 0.3 -0.2517
N 1.0074 2.3983 2.4770 -0.8 0.2 0.7 -0.2613
C 0.3766 1.0685 -1.5353 0.1 0.4 -1.0 -0.4277
C 0.8217 1.9603 -0.3509 -0.1 0.1 0.2 -0.3764
C -1.5886 -2.2543 -2.3724 0.3 -0.2 -0.8 -0.2305
C -1.2960 -3.0281 -3.4837 0.3 0.9 0.3 -0.0887
C -0.6757 -2.1638 -4.4471 -0.2 0.8 0.8 -0.0872
C -0.6165 -0.8882 -3.8870 -0.4 -0.9 0.4 -0.1231
C -3.6115 1.3275 -2.6741 0.1 0.8 0.0 -0.1414
C -4.1233 2.4722 -3.2643 0.8 -0.5 0.2 -0.0933
C -3.0577 3.4315 -3.3240 0.4 -0.9 0.3 -0.0982
C -1.9409 2.8306 -2.7676 -0.3 -0.1 0.2 -0.1536
C 1.5047 -1.1048 2.2649 0.1 1.1 0.3 -0.3967
C 2.4174 -2.0626 1.9128 0.3 -0.3 0.8 -0.1438
C 3.2600 -1.4798 0.9471 0.7 0.1 -0.8 -0.0768
C 2.7660 -0.2325 0.6297 -0.3 0.6 0.2 -0.1275
C 2.2739 2.8092 2.9314 -0.5 0.5 0.3 -0.1269
C 2.1077 3.6313 4.0430 -1.0 -1.0 -1.0 -0.0802
C 0.6939 3.6904 4.3229 0.1 -0.6 -1.1 -0.0784
C 0.0521 2.9255 3.3709 1.4 0.5 0.0 -0.1654
H 0.4012 1.6584 -2.4661 0.4 -0.1 0.2 0.0568
H 1.0848 0.2284 -1.6789 -0.4 0.2 0.2 0.0467
H 1.9157 2.1320 -0.3655 -0.6 0.1 0.0 0.0703
H 0.3283 2.9527 -0.4100 0.2 -0.5 0.1 0.0861
H -2.1973 -2.4658 -1.5010 0.2 0.0 -0.3 0.0196
H -1.5124 -4.0824 -3.6029 0.0 0.2 0.0 0.0931
H -0.3455 -2.4392 -5.4388 0.0 0.1 0.1 0.0912
H -0.2709 0.0476 -4.2982 0.0 -0.1 0.0 0.1074
H -4.0973 0.3952 -2.4301 0.1 0.1 0.0 0.0887
H -5.1249 2.5995 -3.6587 0.2 -0.1 0.2 0.0921
H -3.1020 4.4213 -3.7645 0.1 -0.2 0.2 0.0915
H -0.9364 3.2111 -2.6351 -0.2 0.0 0.0 0.0866
H 0.8267 -1.0778 3.1219 0.0 0.1 -0.3 0.1069
H 2.5553 -3.0707 2.3382 -0.1 0.8 0.0 0.1205
H 4.2025 -1.9120 0.5914 -1.1 0.3 0.1 0.0704
H 3.1472 0.5477 -0.0485 -0.5 -0.9 0.4 0.0980
H 3.1730 2.4519 2.4538 -0.1 0.1 0.0 0.0944
H 2.8698 4.1236 4.6192 0.2 -0.1 -0.1 0.0881
H 0.1999 4.2031 5.1275 0.0 0.1 0.1 0.0962
H -0.9741 2.6554 3.2289 -0.1 0.2 0.0 0.0661
O -7.5849 1.0009 5.2543 0.6 -2.0 -0.9 0.0509
N -7.2878 -0.1136 4.7687 -2.1 0.5 0.7 -0.3242
O -8.0662 -1.0872 4.7802 1.6 1.5 -0.1 0.0579
C -5.9695 -0.2633 4.1895 0.6 -0.8 -0.6 -0.1310
C -5.1065 0.8361 4.2292 0.2 -0.1 0.6 0.1003
C -3.7548 0.6311 4.0165 -0.7 -0.1 0.0 -0.0567
C -3.2769 -0.5502 3.3437 2.2 -0.6 -1.3 -0.2690
O -2.1084 -0.6020 2.8041 -1.3 -0.2 1.0 -0.2439
C -4.2292 -1.6501 3.2608 -0.3 0.2 0.1 -0.0553
C -5.5378 -1.5212 3.7237 -0.2 0.9 0.3 0.1063
N -3.8735 -2.9805 2.7773 0.7 -1.3 -0.5 -0.2641
O -2.8738 -3.1740 1.9849 -2.0 0.2 2.3 -0.2184
O -4.5766 -3.9166 3.1659 1.3 1.3 -0.9 0.0931
N -2.8598 1.6443 4.5671 1.2 1.6 0.4 -0.2992
O -3.3300 2.7992 4.7074 0.9 -2.1 -0.3 0.0502
O -1.7033 1.3323 4.9242 -2.6 0.1 -0.7 0.0549
H -5.5030 1.8141 4.5218 0.4 -0.5 0.2 0.1415
H -6.2452 -2.3466 3.7025 0.3 0.2 0.0 0.1359

78
Properties=species:S:1:pos:R:3:forces:R:3:lowdin_charge:R:1 method="wB97M-V/def2-TZVPD" homo_lumo_gap_ev="5.2 / 5.1" spin_multiplicity=2 e_above_lowest_kj_mol=42.3 e_homo_ev="-6.1827 / -6.1446"
Ru 0.6925 1.1459 0.2577 -0.6 2.9 -0.5 0.7225
O 0.8924 1.9385 4.0834 -0.7 -0.1 0.8 -0.2149
C 1.8972 2.8611 4.4151 0.4 0.4 -0.2 -0.2585
C 2.2006 3.7234 3.1819 -0.2 0.0 0.3 -0.5633
C 3.0958 4.9028 3.6486 -0.2 -0.5 0.4 -0.2387
O 3.3920 5.8230 2.6379 0.3 0.3 -0.5 -0.0460
C 2.9653 2.9270 2.1134 0.0 -0.3 -0.2 -0.4943
Se 2.5217 0.9865 1.9455 -0.5 0.1 -0.7 0.6525
C 0.9124 4.3360 2.6253 0.2 -0.2 -0.5 -0.4872
Se -0.2946 3.2132 1.5354 0.2 -0.6 0.1 0.6293
H 0.9594 1.1649 4.6516 0.2 0.0 0.0 0.0863
H 2.8204 2.3495 4.7195 0.0 0.0 0.1 0.1252
H 1.5610 3.5073 5.2384 0.1 0.0 0.0 0.1281
H 4.0156 4.5054 4.1015 0.0 0.0 0.0 0.1284
H 2.5727 5.4757 4.4171 -0.1 -0.1 0.0 0.1299
H 3.9015 5.3855 1.9469 0.0 0.0 0.0 0.0896
H 4.0375 2.9383 2.3340 0.0 0.0 0.0 0.0632
H 2.7875 3.3731 1.1292 0.2 -0.1 0.1 0.0483
H 1.1654 5.1889 1.9878 0.0 -0.2 0.2 0.0593
H 0.2862 4.6954 3.4445 0.0 -0.1 0.0 0.0705
F 2.1905 5.1019 -4.6581 0.3 0.1 0.0 0.1229
C 1.3201 4.1740 -4.2044 -0.2 0.3 -0.3 -0.6107
F 0.2168 4.8371 -3.8800 0.0 0.0 0.2 0.1171
F 1.0174 3.4221 -5.2890 -0.1 -0.3 -0.1 0.1231
C 1.9548 3.3342 -3.1382 0.9 -0.2 -0.2 -0.1387
C 3.2479 2.8970 -3.4157 -0.7 0.1 0.5 -0.0033
C 3.8866 2.0652 -2.5047 0.1 0.1 -0.1 -0.0614
C 3.2271 1.7257 -1.3428 0.1 0.0 0.0 -0.1586
N 1.9736 2.1195 -1.0743 0.7 -0.1 -0.2 -0.1659
C 1.3009 2.8851 -1.9739 -0.7 0.2 0.0 -0.7425
S -0.3545 3.1199 -1.6237 0.1 -1.1 0.2 0.6013
H 3.7374 3.2001 -4.3291 0.0 0.0 -0.1 0.1249
H 4.8768 1.6905 -2.7002 0.1 0.0 0.1 0.1001
H 3.7069 1.0997 -0.5953 -0.2 0.1 0.0 0.0600
C -3.5477 -3.1533 4.0809 0.1 0.0 -0.1 -0.0454
C -2.3690 -3.5321 3.1758 -0.1 -0.3 0.1 -0.5574
C -1.2148 -4.0806 4.0300 -0.1 0.1 -0.1 -0.0338
C -2.8303 -4.6347 2.2164 0.1 0.2 0.1 -0.0597
C -1.8609 -2.3089 2.4388 0.2 0.8 1.0 -0.1505
C -1.6448 -1.0892 3.1273 -0.3 -1.1 -0.7 0.0249
C -1.0577 -0.0323 2.4800 0.0 0.5 0.2 -0.1342
N -0.6960 -0.0569 1.1956 0.2 -1.7 -0.7 -0.0594
C -0.9817 -1.1943 0.4706 -0.6 0.4 2.8 -0.1711
C -1.5225 -2.3279 1.1100 0.4 0.7 -1.0 0.0499
C -0.7212 -1.1491 -0.9306 0.8 0.4 -2.6 -0.1691
C -1.3287 -2.0249 -1.8557 0.2 0.5 1.2 0.0612
C -1.0613 -1.9431 -3.1998 0.6 0.6 -0.6 -0.1469
C -0.1491 -0.9443 -3.6011 -0.5 -0.6 0.5 0.0267
C 0.3863 -0.0954 -2.6637 0.3 0.2 -0.5 -0.1033
N 0.1233 -0.1630 -1.3648 -0.6 -1.1 1.2 0.0044
C -1.7244 -2.8070 -4.2509 -0.2 -0.3 -0.2 -0.5578
C -2.7017 -1.9171 -5.0355 0.1 -0.1 0.1 -0.0310
C -2.5091 -3.9711 -3.6382 0.1 0.2 0.0 -0.0590
C -0.6631 -3.3897 -5.1965 -0.1 0.1 0.1 -0.0414
H -4.0138 -4.0519 4.4786 0.0 -0.1 0.1 0.0850
H -4.2961 -2.6011 3.5177 -0.1 0.1 0.0 0.0944
H -3.2288 -2.5459 4.9231 0.0 0.1 0.1 0.0762
H -1.5439 -4.9403 4.6117 -0.1 -0.1 0.0 0.0890
H -0.8444 -3.3214 4.7147 0.0 0.1 0.1 0.0843
H -0.3911 -4.3934 3.3916 0.1 0.0 0.0 0.0899
H -3.2937 -5.4465 2.7747 0.0 0.0 0.1 0.0866
H -1.9894 -5.0544 1.6676 0.0 0.0 -0.1 0.0819
H -3.5650 -4.2513 1.5113 -0.1 0.0 -0.1 0.0910
H -1.9192 -0.9750 4.1614 0.0 0.0 0.2 0.1138
H -0.8713 0.8994 3.0038 0.2 0.0 -0.2 0.0522
H -1.6426 -3.2245 0.5265 -0.1 -0.1 -0.1 0.1026
H -2.0406 -2.7294 -1.4641 -0.1 -0.2 -0.1 0.1034
H 0.1250 -0.8211 -4.6325 0.0 0.1 -0.2 0.1150
H 1.0722 0.6737 -2.9895 0.0 0.1 0.1 0.1038
H -3.4572 -1.5108 -4.3648 -0.1 0.0 0.0 0.0931
H -3.2005 -2.5002 -5.8076 0.0 0.0 -0.1 0.0889
H -2.1881 -1.0822 -5.5073 0.0 0.1 -0.1 0.0855
H -3.3433 -3.6113 -3.0391 -0.1 0.0 0.1 0.0837
H -1.8623 -4.5873 -3.0159 0.0 -0.1 0.1 0.0904
H -2.9149 -4.5950 -4.4333 0.0 0.0 0.0 0.0875
H -0.1642 -2.6171 -5.7746 0.1 0.1 -0.1 0.0755
H -1.1261 -4.0814 -5.8977 -0.1 0.0 0.0 0.0871
H 0.0902 -3.9299 -4.6267 0.1 -0.1 0.0 0.0935

| no. | DFT total energy (eV) |
| --- | --- |
| 1 | -19880.0702 |
| 2 | -78842.8853 |
| 3 | -191502.0555 |